# 1
Below is C13H23F3NO4P2Pr as an isolated structure, with properties calculated with ωB97M-V/def2-TZVPD.

```
47
C13H23F3NO4P2Pr | OMol25 | ωB97M-V/def2-TZVPD
Pr 0.463 -0.266 1.608
P -3.049 -0.616 -0.150
C -2.154 -0.023 -1.609
C -0.813 0.699 -1.648
N 0.145 0.586 -0.681
C 1.329 1.236 -0.889
C 1.556 2.062 -1.979
C 0.590 2.158 -2.970
C -0.586 1.446 -2.791
C 2.447 1.057 0.144
P 2.970 -0.714 0.431
H -1.383 1.477 -3.533
H 2.511 2.579 -2.033
H 0.754 2.764 -3.860
H 3.377 1.527 -0.205
H 2.176 1.592 1.091
H -2.124 -0.835 -2.272
H -2.880 0.698 -2.031
H -1.922 -5.924 -3.248
O -1.051 -5.658 -3.042
H -0.833 -4.989 -3.715
H -3.718 -1.745 -0.709
O -2.368 -2.229 0.102
H -2.676 -2.571 0.958
C 3.390 -1.258 -1.263
H 4.456 -1.085 -1.468
H 3.200 -2.339 -1.325
H 2.786 -0.754 -2.029
C 4.621 -0.433 1.157
H 4.772 -1.181 1.945
H 5.403 -0.567 0.396
H 4.698 0.573 1.592
C -2.425 0.177 1.367
H -3.266 0.682 1.866
H -2.039 -0.547 2.128
H -1.713 1.008 1.161
C -4.782 0.010 -0.248
H -5.445 -0.640 0.343
H -4.839 1.046 0.124
H -5.114 -0.010 -1.297
F 0.885 1.513 5.750
C 0.499 1.183 4.530
F 1.376 0.138 4.087
F -0.730 0.550 4.593
C 0.511 2.321 3.478
O 0.710 3.440 3.877
O 0.287 1.863 2.264
```

Properties
**Multiplicity**: 3
**LUMO energy (spin up / spin down)**: -8.55 / -7.55 eV
**HOMO (spin up / spin down)**: -13.4567 / -13.4672 eV
**Charge**: +2

***

# 2
Below is C13H23FeI2OP2Te as an isolated structure, with properties calculated with ωB97M-V/def2-TZVPD.

```
43
C13H23FeI2OP2Te | OMol25 | ωB97M-V/def2-TZVPD
I 0.224 -1.032 -6.037
I -0.420 1.482 -5.268
Fe -0.078 -0.393 -1.075
P -2.218 -0.508 -1.155
C -3.292 0.964 -0.775
C -2.945 -1.006 -2.775
H -4.032 -1.130 -2.651
H -4.192 -1.774 -0.244
H -2.489 -1.960 -3.070
H -2.645 -2.759 -0.241
H -3.058 1.750 -1.507
H -2.704 -0.246 -3.529
C -3.096 -1.767 -0.040
H -4.352 0.665 -0.856
H -2.895 -1.481 1.016
H -3.075 1.334 0.238
P 2.064 -0.437 -1.148
C 3.082 1.070 -0.757
C 2.980 -1.662 -0.031
H 2.390 -1.874 -3.066
H 3.904 -0.991 -2.636
H 2.552 -0.158 -3.523
C 2.814 -0.907 -2.766
H 2.554 -2.664 -0.227
H 4.072 -1.637 -0.241
H 4.153 0.813 -0.832
H 2.841 1.419 0.258
H 2.779 -1.375 1.024
H 2.824 1.854 -1.484
C -0.103 1.361 -0.787
O -0.129 2.420 -0.281
Te -0.034 -1.321 1.141
C 0.122 0.030 2.734
C -0.973 0.855 3.019
C -0.857 1.819 4.032
C 0.326 1.884 4.785
C 1.390 1.002 4.549
C 1.276 0.042 3.531
H -1.882 0.755 2.418
H -1.675 2.517 4.219
H 0.414 2.645 5.578
H 2.303 1.077 5.145
H 2.076 -0.677 3.314
```

Properties
**Multiplicity**: 6
**Energy above the lowest of the compared OMol25 structures with the same formula, charge and spin**: 2.182 eV
**LUMO energy (spin up / spin down)**: -8.54 / -9.05 eV
**HOMO (spin up / spin down)**: -12.6615 / -14.3738 eV
**Charge**: +2

***

no.,calculated total energy (eV),F_max (eV/Å)
1,-64316.310,5.48
2,-92342.245,7.81